# 1
The following is a quantum chemistry calculation of an isolated ion of composition C3H6NO2 and charge +1, from the OMol25 dataset.

Values from the calculation:
- gap between HOMO and LUMO (eV) = 11.5653
- lowest unoccupied orbital energy (eV) = -4.28
- charge = +1
- energy relative to the best compared isomer or geometry (same formula, charge and spin) (kcal/mol) = 19.05
- SMILES = O=C1C[NH2+]CO1

Each atom is followed by the atoms it is bonded to, with distances in Å.
CARTESIAN COORDINATES (ANGSTROEM)
1 O -0.982 1.109 -0.167  C6 1.401, C12 1.421
2 H 0.928 0.109 -1.394  N4 1.087
3 H 1.924 -0.208 0.091  N4 1.102
4 N 0.911 -0.096 -0.326  H2 1.087, H3 1.102, C6 1.478, C9 1.520
5 H 0.817 2.103 -0.280  C6 1.123
6 C 0.372 1.182 0.184  O1 1.401, N4 1.478, H5 1.123, H7 1.156
7 H 0.427 1.135 1.338  C6 1.156
8 H 0.132 -1.599 1.078  C9 1.141
9 C -0.134 -1.125 0.075  N4 1.520, H8 1.141, H10 1.077, C12 1.613
10 H -0.334 -1.900 -0.646  C9 1.077
11 O -2.597 -0.499 -0.007  C12 1.172
12 C -1.462 -0.210 0.055  O1 1.421, C9 1.613, O11 1.172

=====

# 2
The following is a quantum chemistry calculation of a 2-piece molecular cluster, C4H14N3 overall, from the OMol25 dataset.

Values from the calculation:
- gap between HOMO and LUMO (eV) = 10.9091
- lowest unoccupied orbital energy (eV) = -3.36
- charge = +1
- energy relative to the best compared isomer or geometry (same formula, charge and spin) (kcal/mol) = 38.27

Each atom is followed by the atoms it is bonded to, with distances in Å.
CARTESIAN COORDINATES (ANGSTROEM)
1 H 1.407 1.626 -0.500  C9 1.097
2 C -1.362 -0.856 -1.552  H3 1.070, C10 1.533, H12 1.220, H13 1.179
3 H -0.546 -0.860 -0.859  C2 1.070
4 H 0.094 -0.762 3.015  N7 1.014
5 H 0.282 1.380 2.647  N6 0.995
6 N 0.504 1.202 1.693  H5 0.995, C8 1.353, H15 1.013
7 N 0.483 -1.072 2.130  H4 1.014, C8 1.379, H11 1.020
8 C 0.973 -0.027 1.376  N6 1.353, N7 1.379, N20 1.333
9 C 2.176 0.846 -0.564  H1 1.097, H17 1.066, N20 1.515, H21 1.109
10 C -2.592 0.035 -1.344  C2 1.533, H14 1.071, H18 1.086, H19 1.105
11 H 1.132 -1.851 2.229  N7 1.020
12 H -1.667 -2.037 -1.573  C2 1.220
13 H -1.121 -0.791 -2.705  C2 1.179
14 H -3.469 -0.483 -1.012  C10 1.071
15 H 0.664 2.018 1.114  N6 1.013
16 H 1.246 -1.211 -0.260  N20 1.077
17 H 2.298 0.589 -1.591  C9 1.066
18 H -2.781 0.775 -2.115  C10 1.086
19 H -2.284 0.654 -0.482  C10 1.105
20 N 1.572 -0.303 0.218  C8 1.333, C9 1.515, H16 1.077
21 H 2.991 1.125 0.133  C9 1.109